Entry 1:
Formula: C45H61ClN5OPSSr
Source: OMol25
Level of theory: ωB97M-V/def2-TZVPD

Properties
- HOMO level (eV) = -6.7
- energy above the lowest of the compared OMol25 structures with the same formula, charge and spin (kcal per mole) = 10.9
- 2S+1 = 1

Each line ends with the Mulliken charge.
CARTESIAN COORDINATES (ANGSTROEM)
1 Sr -0.6339 -1.0748 0.1462  1.8004
2 Cl 1.1474 -4.1401 -0.8644  -0.3489
3 S 2.2036 -0.2359 -2.2758  -0.2267
4 P -0.4360 1.8781 2.1945  1.5140
5 O 3.1076 0.2168 3.9255  -0.4399
6 N 3.5313 -2.3967 -2.9712  -0.0963
7 N 2.6281 1.2930 1.9977  -0.1613
8 N -2.0394 1.2475 -1.9926  0.2045
9 N -0.8926 1.1979 -1.2875  1.5530
10 N 1.2475 -2.3188 -3.5597  0.2217
11 C -3.9423 -1.1801 0.3985  1.0685
12 C 3.8130 -0.5430 2.9140  -0.4943
13 C -3.2613 -2.6154 2.4723  -1.7863
14 C -2.9387 4.2381 -0.0356  -0.4176
15 C 0.4536 2.6679 3.6085  0.8432
16 C -0.9519 3.0332 -2.5796  -1.1955
17 C 2.3304 -1.7876 -2.9758  0.0063
18 C -2.9827 1.9287 3.5852  -0.3174
19 C -4.5603 -0.5846 -2.0448  -0.9393
20 C -3.7672 -1.3251 -0.9996  0.7486
21 C -3.3002 2.6031 -3.6508  -1.6614
22 C -3.8475 1.4189 4.5417  -0.6556
23 C -2.2295 5.4256 -0.1580  -0.9221
24 C 1.0923 -3.5014 -4.3968  -0.5827
25 C 1.8879 -3.4327 -5.6926  -1.2059
26 C -2.3778 -0.4444 4.8926  -0.9029
27 C -0.2151 2.2870 -1.6382  0.2016
28 C 3.5820 0.2440 1.6069  1.6285
29 C -2.0240 -4.3514 0.2825  -1.6458
30 C -3.5427 0.2379 5.2063  -0.5636
31 C 4.6990 -4.1586 -1.7442  -1.2834
32 C -2.1190 2.3342 -2.7813  0.4202
33 C -0.4531 4.4882 1.1667  -0.9027
34 C 1.4074 -2.7571 0.3496  -0.8946
35 C 1.6521 2.1245 4.0736  -0.1697
36 C 3.9300 -3.8050 -3.0066  -0.2475
37 C -2.5385 -2.9570 0.0338  -0.8952
38 C 2.4592 1.1996 3.2450  -0.3781
39 C -1.1730 3.3062 1.3256  0.3765
40 C -0.1548 3.6770 4.3502  -0.6625
41 C -3.1950 -2.1920 1.0336  1.1175
42 C -4.8224 -0.1551 1.0545  -1.7091
43 C 4.6447 2.0939 0.2056  -1.4154
44 C 5.5306 -0.2526 0.1341  -1.3360
45 C 0.3941 4.1122 5.5448  -0.8181
46 C -1.8113 1.2486 3.2569  1.3198
47 C 1.5505 3.5177 6.0361  -0.7696
48 C -0.9803 5.5430 0.4336  -0.6445
49 C 2.1747 2.5247 5.3021  -0.7544
50 C -2.4093 3.1856 0.6936  -0.7989
51 C 1.1232 2.6195 -1.0653  -1.8548
52 C -2.5201 -2.9970 -2.5607  -1.9206
53 C -2.8833 -2.4071 -1.2250  1.0570
54 C 4.8767 0.8172 1.0053  0.3511
55 C -1.5309 0.0501 3.9116  -0.6037
56 H -4.0774 -0.6034 -3.0267  0.3530
57 H 5.5906 2.4478 -0.2112  0.4895
58 H -3.3065 -3.6528 -2.9490  0.2553
59 H 1.5622 -3.2801 1.3008  0.4071
60 H 0.4677 -1.6833 -3.5285  0.0502
61 H -2.6463 6.2530 -0.7181  0.4175
62 H 4.2203 -1.7922 -2.5493  0.1751
63 H -0.4115 6.4580 0.3254  0.4475
64 H 4.8638 -0.5920 3.2009  0.3258
65 H -3.2218 2.8680 3.1038  0.2796
66 H 2.9608 -3.4111 -5.5028  0.2469
67 H -4.7516 0.4591 -1.7716  0.3931
68 H 4.0744 -4.0088 -0.8649  0.1645
69 H -1.6065 -3.5923 -2.4913  0.2012
70 H -1.2248 -4.4000 1.0278  0.2069
71 H 6.5357 0.0452 -0.1703  0.4912
72 H 1.6706 -4.3037 -6.3124  0.4022
73 H 5.5542 1.0461 1.8374  0.2625
74 H -2.8373 -4.9902 0.6445  0.3214
75 H 3.9614 1.9060 -0.6246  0.0834
76 H -5.5481 -1.0343 -2.1903  0.2673
77 H 4.2179 2.8838 0.8218  0.3448
78 H 5.5983 -3.5439 -1.6520  0.4056
79 H -3.9052 4.1276 -0.5120  0.5345
80 H 3.0884 2.0677 5.6572  0.5281
81 H 3.3968 -1.5498 2.8975  0.2358
82 H -2.7250 0.5208 -1.8504  -0.5444
83 H 0.0258 -3.5625 -4.6124  0.4345
84 H 2.3770 -2.3363 0.0681  -0.1925
85 H -3.8312 -3.5460 2.5770  0.3649
86 H 4.5570 -3.9758 -3.8862  0.3479
87 H -3.4226 1.8272 -4.4079  0.3142
88 H 5.6061 -1.2143 0.6497  0.3847
89 H -2.3534 -2.2265 -3.3224  0.3871
90 H -4.2144 -0.1510 5.9607  0.3687
91 H -1.6239 -4.8043 -0.6219  0.4438
92 H 4.9286 -0.4025 -0.7660  0.0413
93 H 3.0532 -4.4340 -3.0834  0.1929
94 H -2.1328 -1.3682 5.4006  0.4534
95 H 1.6285 -2.5355 -6.2554  0.3320
96 H 1.9174 2.2932 -1.7354  0.7206
97 H 1.2167 3.6971 -0.9308  0.4182
98 H -4.7582 1.9545 4.7793  0.4481
99 H -0.6676 3.9649 -3.0394  0.4705
100 H -4.2223 2.6470 -3.0686  0.2915
101 H 1.3285 -4.3991 -3.8284  0.2624
102 H 3.1052 -0.3897 0.8561  -0.6399
103 H -2.9578 2.2538 0.7581  0.0494
104 H -5.8293 -0.1619 0.6263  0.4284
105 H -3.1739 3.5562 -4.1601  0.4023
106 H -4.9234 -0.3417 2.1243  0.3325
107 H -0.0949 4.8999 6.1034  0.4526
108 H -3.7431 -1.8645 3.0957  0.3189
109 H -2.2753 -2.8119 2.9059  0.2010
110 H 1.2787 2.1335 -0.1000  0.1268
111 H -1.0870 4.1083 4.0055  0.3681
112 H -0.6164 -0.4907 3.6781  0.4388
113 H 1.9705 3.8364 6.9809  0.4062
114 H 0.5268 4.5895 1.6195  0.5853
115 H -4.4483 0.8679 0.9508  0.0921
116 H 5.0083 -5.2041 -1.7742  0.3978

---

Entry 2:
Formula: C45H62AsN7O2P3S4Ti
Source: OMol25
Level of theory: ωB97M-V/def2-TZVPD

Properties
- HOMO level (alpha / beta) (eV) = -0.9 / -1.5
- energy above the lowest of the compared OMol25 structures with the same formula, charge and spin (kcal per mole) = 14.4
- 2S+1 = 2
- total charge = -2
- <S²> = 0.780

Each line ends with the Mulliken charge.
CARTESIAN COORDINATES (ANGSTROEM)
1 As -1.9140 -3.0665 -2.7077  0.3871
2 Ti 0.2616 -1.1133 -1.0881  -0.4486
3 S -1.4046 -3.0273 -4.7658  -0.5839
4 S -0.2079 -3.6138 -1.4412  -0.4572
5 S -1.9570 -0.9366 -1.9996  -0.8384
6 S -3.7152 -4.0312 -2.1450  -0.5990
7 P 1.7034 0.7472 3.3463  0.4967
8 P 0.3675 1.9226 -2.1859  -1.3792
9 P -1.2201 0.5430 2.1999  1.3150
10 O 1.3123 -1.6039 0.4151  2.2020
11 O 1.7104 -1.4021 -2.2401  0.7680
12 N 0.4574 0.7927 -1.1336  1.1464
13 N -0.5264 3.2296 -1.6163  0.5591
14 N -2.8407 -6.3014 4.0667  0.0631
15 N -1.7214 -2.3354 1.0385  0.7134
16 N -4.8575 -5.5617 3.4776  -0.7195
17 N 1.9348 2.4961 -2.4756  0.7223
18 N -0.2675 1.6974 -3.7122  0.7780
19 C -1.7066 1.8360 -4.0159  -0.5859
20 C 2.8627 -2.7848 1.7723  -2.2972
21 C 0.0503 4.3704 4.5245  -0.7951
22 C 0.4278 0.6661 -4.5049  -0.1103
23 C -3.6510 -3.6174 1.6219  -1.2093
24 C 2.2936 1.1436 1.6547  -0.2661
25 C 3.3600 -2.2370 -0.6787  0.8196
26 C 3.4388 4.2392 -3.3513  -0.9168
27 C 0.5677 2.1800 3.6186  0.3400
28 C -2.0169 -0.3049 3.6399  -1.4142
29 C -1.0893 4.7183 0.2424  -0.3418
30 C 2.5005 -2.1791 0.4466  0.9457
31 C 3.1981 1.2932 4.2913  -1.5134
32 C -0.8817 4.3879 -2.4379  -0.9352
33 C -0.7459 2.0878 3.1119  0.0047
34 C -4.9962 -6.6527 4.3090  0.4975
35 C -2.7306 1.0682 1.3011  -1.0680
36 C -0.2321 3.5495 -0.2113  0.7362
37 C 4.6502 3.4239 -2.8470  -0.9225
38 C -1.6197 3.1532 3.3116  -0.7539
39 C 2.2214 3.3534 -3.6129  -0.4890
40 C -2.9219 -4.3338 2.5568  1.1826
41 C -1.2955 0.9537 -6.3358  -0.8036
42 C 3.0716 1.7068 -1.9634  1.3348
43 C -1.0177 -3.0378 1.9220  -0.9338
44 C -3.5764 -8.2411 5.5208  -1.0131
45 C 3.8602 -1.8190 -3.0389  -0.5950
46 C 0.9394 3.3211 4.3270  -0.5762
47 C -1.5649 -4.0414 2.6964  -0.9813
48 C -0.2062 5.6562 -1.9302  -0.4199
49 C -2.1499 0.8391 -5.0754  -0.4789
50 C -6.1476 -7.2822 4.7759  -0.7302
51 C -1.2322 4.2878 4.0123  -0.6820
52 C -3.0044 -2.6381 0.8779  -0.8013
53 C -4.7333 -8.8530 5.9734  -0.3759
54 C 0.2108 0.9235 -5.9886  -1.1136
55 C -3.5692 -5.3798 3.3505  -0.0309
56 C -3.7328 -7.1386 4.6911  0.6473
57 C -5.9997 -8.3789 5.6066  -0.4394
58 C 4.6907 -2.7207 -0.5610  -1.1501
59 C 5.1631 -2.2631 -2.8702  -0.8099
60 C -0.7048 5.9965 -0.5183  -0.9751
61 C 4.3210 1.9351 -2.7989  -1.1413
62 C 2.9409 -1.8097 -1.9887  -0.0963
63 C 5.5733 -2.7275 -1.6197  -0.8333
64 H -3.5252 -2.1020 0.0926  0.8636
65 H 0.7223 0.1389 -6.5504  0.4767
66 H -1.8920 2.8481 -4.4021  0.3231
67 H -1.5679 6.6659 -0.5759  0.3245
68 H -6.8792 -8.8883 5.9804  0.3616
69 H 0.0763 -0.3371 -4.2435  -0.1459
70 H 1.4922 0.6975 -4.2602  0.0089
71 H 0.0733 6.5363 0.0285  0.4412
72 H 2.7215 -3.8725 1.7623  0.2491
73 H 5.0292 -3.0887 0.3988  0.2630
74 H 2.6741 2.1683 1.6056  0.7179
75 H -1.9327 5.1032 4.1525  0.3897
76 H -2.4730 1.7821 0.5164  0.0088
77 H 5.1392 1.3625 -2.3577  0.5484
78 H -4.6578 -9.7175 6.6210  0.3638
79 H 0.3661 5.2505 5.0729  0.3757
80 H 5.8461 -2.2695 -3.7115  0.4059
81 H 6.5819 -3.0982 -1.4757  0.3589
82 H -0.3933 6.4828 -2.6209  0.5142
83 H -2.3009 1.7077 -3.1095  0.3930
84 H -3.5248 1.4690 1.9362  0.5556
85 H -1.5458 0.1287 -7.0048  0.3869
86 H 3.0870 0.4447 1.3790  0.4894
87 H 3.2831 1.9968 -0.9268  -0.2269
88 H 3.9637 0.5304 4.1371  0.4041
89 H -1.9716 4.5279 -2.4311  0.4549
90 H 5.5309 3.6105 -3.4669  0.4170
91 H 2.2133 -2.3562 2.5366  0.3016
92 H 1.4882 1.0088 0.9278  -1.0204
93 H 3.4969 -1.4954 -4.0075  0.4822
94 H -0.9775 4.8596 1.3177  0.0061
95 H 1.3590 3.9877 -3.8102  0.3665
96 H 3.8987 -2.5918 2.0608  0.4741
97 H -0.9303 -4.5565 3.4083  0.2300
98 H 2.9846 1.3407 5.3607  0.3962
99 H -4.6926 -3.8461 1.4494  0.4737
100 H -1.8398 -6.3752 4.0676  0.1641
101 H 0.6830 1.8755 -6.2539  0.2497
102 H -1.2418 -0.6949 4.3015  0.2798
103 H 3.6029 2.2515 3.9569  0.3680
104 H -2.6649 0.3732 4.2002  0.4817
105 H -1.5356 1.8831 -6.8651  0.3191
106 H -7.1228 -6.9150 4.4848  0.4237
107 H 0.8744 5.4868 -1.9206  -0.2880
108 H -2.0910 -0.1770 -4.6852  -0.2312
109 H -0.4096 2.6564 0.3865  -1.2966
110 H -3.0975 0.1753 0.7908  0.0594
111 H 0.8315 3.8057 -0.0751  0.1226
112 H -0.6079 4.1909 -3.4711  0.7615
113 H 4.1794 1.5357 -3.8078  0.3058
114 H 4.9105 3.7437 -1.8337  0.3558
115 H -3.2024 1.0264 -5.3045  0.5036
116 H 3.6823 4.7669 -4.2781  0.5426
117 H 3.1662 5.0012 -2.6161  0.1227
118 H -2.6251 3.1013 2.9101  0.1958
119 H 2.8123 0.6531 -1.9491  -0.9518
120 H -2.6091 -1.1435 3.2724  0.3987
121 H 0.0294 -2.7700 1.9999  0.4397
122 H 1.9394 3.4058 4.7311  0.2756
123 H -2.5979 -8.6093 5.8025  0.3673
124 H -2.1383 4.4663 0.0594  0.3040
125 H 2.3790 2.7720 -4.5336  0.2591

---

Entry 3:
Formula: C45H64ClF15N3O8S
Source: OMol25
Level of theory: ωB97M-V/def2-TZVPD

Properties
- HOMO level (eV) = -9.7
- 2S+1 = 1
- total charge = +1

Each line ends with the Mulliken charge.
CARTESIAN COORDINATES (ANGSTROEM)
1 Cl 9.5700 -1.0430 -0.1292  -0.1506
2 S 3.8356 -0.2015 -1.2400  -0.1553
3 F -5.2332 -5.4126 0.3532  -0.2390
4 F -9.6751 -7.4180 -3.0534  -0.2545
5 F -8.4652 0.6108 -1.8827  -0.2159
6 F -5.2932 -3.7674 1.7508  -0.2652
7 F -10.2598 1.4365 -1.0177  -0.2570
8 F -8.8456 -9.0293 -4.2295  -0.2512
9 F -3.0391 5.1178 1.9062  -0.2633
10 F -7.5505 -7.5076 -3.4234  -0.2420
11 F -2.8621 6.6264 0.3883  -0.2671
12 F 7.0346 -2.4905 -3.5840  -0.3089
13 F -1.2108 5.2853 0.7562  -0.2927
14 F 6.0105 -4.1210 0.6560  -0.2687
15 F -3.7571 -3.8462 0.2348  -0.2471
16 F 4.1048 -1.4580 4.1102  -0.3208
17 F -9.0138 2.6633 -2.2751  -0.2519
18 O -7.2124 -3.7917 -0.4465  -0.3337
19 O -1.4871 8.1547 2.2326  -0.5069
20 O -8.6532 2.5414 0.9393  -0.5182
21 O -5.6279 -2.3536 -1.1370  -0.5275
22 O -8.2821 -5.9225 -5.5574  -0.5050
23 O -9.9932 -7.3268 -5.9515  -0.3104
24 O -6.8718 2.1245 -0.3675  -0.3493
25 O -1.2356 6.3113 3.4950  -0.2628
26 N 3.6003 -1.2218 2.8485  0.6156
27 N -1.7753 1.1436 1.0818  0.6068
28 N 4.8499 -1.0046 0.0478  0.5012
29 C -8.9845 1.7181 -1.3169  0.8899
30 C -9.4301 -7.0270 -8.2968  -1.0927
31 C 6.1197 2.5547 1.4509  -0.6172
32 C 3.8668 -2.0542 0.5141  0.7402
33 C 6.5445 -0.6667 -2.0403  -1.0201
34 C 8.5437 3.6770 1.1321  -0.3198
35 C -8.0986 -3.5755 -2.6998  -1.0666
36 C -8.1847 -3.1111 -1.2602  -0.0656
37 C -5.9921 2.5629 0.6803  0.0888
38 C -8.1813 2.1700 -0.0976  0.3225
39 C 9.1657 4.9567 -1.0221  -0.4001
40 C -1.6983 7.7847 5.3728  -1.1156
41 C 3.7560 -3.4347 -0.2329  -0.9153
42 C -2.1867 6.0057 1.3605  1.1184
43 C 1.4059 0.6555 2.8214  -0.5298
44 C -8.7498 -7.7097 -3.9879  0.9093
45 C -1.9430 2.4168 0.5524  -0.1240
46 C 6.1753 -1.3566 -3.4394  -0.2946
47 C -1.2235 0.8317 2.4199  -0.9152
48 C -2.6915 0.9658 -1.0813  -0.6851
49 C 3.8532 -2.4208 2.0491  -1.5022
50 C 4.2343 1.0912 3.4570  -1.3778
51 C 5.3594 1.4582 0.5854  -1.3315
52 C 6.0192 -1.4567 -0.7836  -0.3062
53 C 5.1800 0.0072 1.1715  4.0946
54 C -10.3181 -6.5972 -7.1467  -0.2076
55 C -5.9695 -3.2985 -0.4831  0.3754
56 C 6.4006 -0.5443 2.0373  -1.0995
57 C 3.9536 0.0745 2.2497  -0.7332
58 C -5.7694 1.4546 1.6889  -0.9789
59 C -5.0597 -4.0839 0.4624  0.8833
60 C -2.5174 2.4555 -0.8108  -0.4610
61 C 8.5270 0.3391 0.5298  -0.3772
62 C 7.8111 4.6933 -1.5389  -0.7019
63 C -2.2284 0.2437 0.1066  -0.7911
64 C -1.6137 6.9760 2.3939  0.2086
65 C 9.5256 4.4453 0.3156  -0.5558
66 C 4.7272 -4.5737 0.2814  -0.5390
67 C 2.5899 0.7173 1.7302  -1.0372
68 C -8.9466 -6.8723 -5.2522  0.3638
69 C -0.6355 7.1043 4.5342  -0.2220
70 C 7.8753 -0.0827 1.8802  -1.3932
71 C 0.0989 -0.0671 2.2666  -0.5648
72 C 6.8808 3.9021 -0.7347  -0.2212
73 C 7.1964 3.3626 0.6213  -0.0392
74 H -1.2446 8.3210 6.2073  0.3773
75 H 4.7776 -2.9287 2.4372  0.2523
76 H -1.7001 3.4249 1.0058  0.0856
77 H 7.8915 0.8091 -0.2543  0.0810
78 H 1.0828 1.7094 3.0874  0.3480
79 H -9.1647 -3.3601 -0.8519  0.3528
80 H -7.1344 -3.3165 -3.1406  0.2964
81 H -8.8865 -3.1181 -3.2998  0.4362
82 H 6.3731 -0.6670 -4.2997  0.3598
83 H 2.6680 1.8247 1.5043  0.3742
84 H 5.8460 3.7080 -1.1383  0.2610
85 H 6.4172 -1.6713 1.8498  0.1884
86 H 7.5215 5.1081 -2.5426  0.3523
87 H 2.7101 -3.8496 -0.1037  0.4856
88 H 4.2275 -5.0741 1.1643  0.3572
89 H 0.1487 -0.3383 1.1796  0.3249
90 H 6.2041 -0.5732 3.1511  0.3708
91 H -11.3585 -6.8270 -7.3789  0.3200
92 H 2.8148 -1.6588 0.3716  0.0697
93 H 4.3946 1.9792 0.3012  0.4749
94 H 8.0829 0.7459 2.6292  0.4692
95 H 3.3609 -1.2697 -1.9736  0.2637
96 H 10.5444 4.6175 0.7576  0.3464
97 H -2.2745 8.4951 4.7777  0.3176
98 H -5.0390 1.7600 2.4403  0.2957
99 H 7.6788 -0.7610 -2.0466  0.2782
100 H -8.0675 -2.0286 -1.1792  0.1793
101 H -9.7303 -6.5305 -9.2206  0.3675
102 H 6.9453 -1.7561 -0.2025  0.2208
103 H 0.0670 7.8261 4.1127  0.3265
104 H -5.4100 0.5510 1.1907  0.1485
105 H -1.0241 1.8228 2.9027  0.3981
106 H 5.8434 -2.4565 -1.2996  0.4778
107 H 3.9864 2.1470 3.1292  0.3234
108 H -6.3743 3.4686 1.1560  0.3185
109 H 5.3820 3.3620 1.7585  0.4536
110 H 3.6034 0.9149 4.3602  0.4641
111 H 9.3071 1.1219 0.7721  0.3411
112 H -2.1803 -0.8587 0.2594  0.5595
113 H -0.0588 6.4185 5.1561  0.2996
114 H -10.2567 -5.5213 -6.9716  0.3074
115 H 8.8861 3.3273 2.1386  0.3870
116 H -3.0879 0.5145 -2.0229  0.3982
117 H 8.5224 -0.9267 2.2801  0.6145
118 H 6.5337 2.1914 2.4270  0.4914
119 H 2.9991 -3.1531 2.1925  0.5866
120 H -2.4047 7.0503 5.7654  0.3053
121 H 5.1277 -1.7551 -3.3976  0.1721
122 H 9.8881 5.5628 -1.6299  0.3544
123 H 6.3602 0.4158 -2.1858  0.2904
124 H 2.1182 0.2734 0.8236  0.0494
125 H 3.8923 -3.3784 -1.3581  0.3936
126 H -9.4864 -8.1080 -8.4409  0.3026
127 H 1.6989 0.1706 3.7827  0.4119
128 H -2.7332 3.3354 -1.4528  0.4718
129 H -8.1937 -4.6617 -2.7584  0.2012
130 H 5.9211 1.4890 -0.3996  -0.3502
131 H -5.0441 2.8221 0.2074  0.0820
132 H -0.0582 -1.0009 2.8681  0.3468
133 H -8.3843 -6.7855 -8.0986  0.3125
134 H -6.6993 1.1911 2.1969  0.4290
135 H 4.7918 -5.3801 -0.5080  0.3911
136 H 5.2976 1.1508 3.7949  0.2982
137 H -1.9693 0.2931 3.0711  0.1846

---

no.,total energy (eV)
1,-90636.858
2,-217367.818
3,-132659.312